1.
{
  "formula": "CH3ClOS",
  "method": "the ωB97M-V functional and the def2-TZVPD basis",
  "elements": ["C", "O", "S", "Cl", "H", "H", "H"],
  "coordinates": [[0.036, 0.390, -0.209], [-1.054, 0.534, -1.074], [-2.573, 0.999, -0.438], [-3.648, -0.663, -0.771], [0.336, 1.358, 0.190], [0.878, 0.167, -0.841], [-0.003, -0.467, 0.378]],
  "lowdin_charge": [-0.195, -0.618, 0.469, 0.109, 0.088, 0.082, 0.065],
  "gap_ev": 9.350,
  "largest_force_ev_per_a": 2.39,
  "mol_weight_g_mol": 98.6,
  "total_energy_ev": -26489.37253,
  "charge": 0,
  "lumo_ev": 0.267,
  "homo_ha": -0.3338,
  "smiles": "COSCl"
}

2.
{
  "formula": "C5H7N2S",
  "method": "the ωB97M-V functional and the def2-TZVPD basis",
  "elements": ["C", "C", "C", "C", "C", "N", "N", "S", "H", "H", "H", "H", "H", "H", "H"],
  "coordinates": [[1.828, -0.431, 1.475], [0.600, 1.033, -1.266], [-0.406, 0.318, 1.282], [-1.379, -0.290, -1.414], [0.428, -0.826, 1.590], [2.915, -0.108, 1.386], [-0.348, 0.413, -0.730], [-1.211, 1.478, 1.898], [0.718, 1.086, -2.348], [1.337, 1.545, -0.662], [-1.075, -0.563, -2.428], [-2.263, 0.348, -1.478], [-1.654, -1.186, -0.859], [0.258, -1.680, 0.927], [0.251, -1.135, 2.629]],
  "lowdin_charge": [-0.218, 0.097, -0.603, -0.052, -0.188, 0.212, -0.115, 1.024, 0.123, 0.105, 0.110, 0.111, 0.099, 0.144, 0.153],
  "gap_ev": 9.064,
  "largest_force_ev_per_a": 2.58,
  "mol_weight_g_mol": 127.2,
  "total_energy_ev": -19103.93699,
  "charge": 1,
  "lumo_ev": -5.681,
  "homo_ha": -0.5419
}

3.
{
  "formula": "CH2BrF2P",
  "method": "the ωB97M-V functional and the def2-TZVPD basis",
  "elements": ["C", "F", "F", "P", "Br", "H", "H"],
  "coordinates": [[-0.197, 0.494, 0.606], [-1.321, 0.628, 1.267], [0.796, 0.813, 1.482], [0.145, -1.292, -0.181], [-0.714, -0.688, -2.158], [-0.104, 1.150, -0.287], [1.395, -1.106, -0.729]],
  "lowdin_charge": [-0.694, 0.052, -0.016, 0.542, 0.192, 0.068, -0.143],
  "gap_ev": 9.841,
  "largest_force_ev_per_a": 3.04,
  "mol_weight_g_mol": 162.9,
  "total_energy_ev": -85835.30297,
  "charge": 0,
  "lumo_ev": -0.043,
  "homo_ha": -0.3632,
  "smiles": "FC(F)PBr"
}

4.
{
  "formula": "C6H10O3P",
  "method": "the ωB97M-V functional and the def2-TZVPD basis",
  "elements": ["C", "C", "C", "C", "C", "C", "O", "O", "O", "P", "H", "H", "H", "H", "H", "H", "H", "H", "H", "H"],
  "coordinates": [[1.875, -0.155, -0.948], [0.916, 0.753, -0.987], [2.653, -0.323, 0.340], [0.155, 1.042, -2.255], [-1.848, -0.864, 2.165], [-1.891, -0.762, 0.611], [2.346, 0.369, 1.343], [3.469, -1.222, 0.291], [0.692, 1.704, -0.038], [-2.737, 0.677, -0.098], [0.442, 0.225, -2.867], [0.562, 2.066, -2.596], [-0.894, 0.974, -1.990], [-2.872, -0.930, 2.461], [-1.478, -1.823, 2.523], [-1.343, 0.029, 2.539], [-2.334, -1.696, 0.342], [-0.892, -0.564, 0.192], [1.186, 1.407, 0.745], [1.995, -0.906, -1.773]],
  "lowdin_charge": [-0.002, -0.474, -0.755, -0.057, -0.177, -0.659, -0.070, -0.044, -0.010, 0.718, 0.049, 0.116, -0.016, 0.032, 0.063, 0.066, 0.036, 0.026, 0.042, 0.116],
  "gap_ev": [8.157, 6.411],
  "largest_force_ev_per_a": 2.56,
  "mol_weight_g_mol": 161.1,
  "total_energy_ev": -21814.34574,
  "charge": -1,
  "lumo_ev": [3.723, 1.971],
  "homo_ha": [-0.1629, -0.1632],
  "spin_multiplicity": 3,
  "s_squared": 2.00
}